100
Properties=species:S:1:pos:R:3:mulliken_charge:R:1 method="wB97M-V/def2-TZVPD" spin_multiplicity=1 fmax_ev_per_a=6.6 charge=+3 homo_energy_ev="-14.7 / -14.7" relative_energy_kcal_mol=55.1 orbital_gap_ha="0.136 / 0.121"
C -2.1931 1.4401 -2.1011 0.1636
C -1.7874 -0.8789 -1.8545 0.3098
C -3.2865 1.2092 -2.9178 -0.6815
C -2.9897 -1.1346 -2.5735 -1.0569
C -3.7372 -0.0994 -3.0923 -1.0395
H -3.7877 2.0618 -3.3621 0.5868
H -3.2516 -2.1800 -2.7728 0.5926
H -4.6419 -0.3016 -3.6507 0.4845
N -1.5443 0.4339 -1.4832 0.7020
P -0.6655 3.1197 -0.4426 0.2369
P 0.3703 -2.5868 -0.6279 0.9464
C -1.6832 2.8808 -1.9482 -1.1796
H -1.0893 3.1482 -2.8433 0.6006
H -2.5400 3.5766 -1.9512 0.3763
C -0.8831 -1.9789 -1.7106 -0.8248
H -1.4100 -2.8719 -2.0699 0.6271
C 0.9095 -4.0962 -1.7468 2.0749
C -0.1852 -3.2191 1.1687 2.3227
C 0.8745 4.1311 -0.8386 2.4681
C -1.9105 3.8022 0.7939 1.5743
C 2.4373 -3.9894 -1.7092 -1.6312
H 2.8469 -4.1402 -0.6992 0.3371
H 2.8864 -4.7402 -2.3780 0.5457
H 2.7432 -2.9906 -2.0474 0.0558
C 0.4316 -5.4657 -1.2740 -1.9349
H 0.7856 -5.7381 -0.2747 0.3709
H -0.6628 -5.5419 -1.3145 0.4312
H 0.8293 -6.2154 -1.9763 0.4822
C 0.4099 -3.9210 -3.1871 -1.9229
H 1.0081 -4.5526 -3.8598 0.5956
H -0.6385 -4.2142 -3.3185 0.4060
H 0.5079 -2.8785 -3.4996 0.2815
C 1.0370 -3.9138 1.7872 -1.5385
H 1.8925 -3.2266 1.8405 0.1750
H 0.7978 -4.2236 2.8168 0.5478
H 1.3562 -4.8071 1.2367 0.2330
C -0.5626 -2.0181 2.0514 -1.7021
H 0.2778 -1.3198 2.1843 -0.1678
H -1.4282 -1.4725 1.6509 0.2968
H -0.8352 -2.3770 3.0587 0.8418
C -1.3979 -4.1410 1.0710 -1.7609
H -1.1967 -5.0639 0.5215 0.4105
H -1.6946 -4.4339 2.0900 0.5205
H -2.2494 -3.6340 0.5995 0.3537
C -1.1829 4.0599 2.1281 -1.2996
H -1.8852 4.5630 2.8108 0.5330
H -0.8645 3.1221 2.6089 0.0260
H -0.3070 4.7155 2.0093 0.2894
C -3.0280 2.7610 1.0047 -1.3389
H -3.5059 2.4725 0.0597 0.2644
H -2.6700 1.8593 1.5205 0.0177
H -3.8026 3.2168 1.6397 0.6073
C -2.5460 5.0944 0.2554 -1.5285
H -3.2508 5.4663 1.0135 0.5275
H -1.8116 5.8848 0.0672 0.3641
H -3.1182 4.9232 -0.6646 0.3187
C 1.3185 3.8231 -2.2778 -2.4332
H 0.6196 4.2253 -3.0233 0.3787
H 2.2936 4.3020 -2.4504 0.6307
H 1.4384 2.7452 -2.4482 0.4474
C 1.9945 3.7150 0.1352 -1.5233
H 2.2886 2.6640 -0.0032 0.1383
H 2.8783 4.3340 -0.0724 0.5993
H 1.7193 3.8662 1.1876 0.2811
C 0.5897 5.6311 -0.7032 -1.8997
H -0.1977 5.9627 -1.3924 0.4347
H 0.3292 5.9228 0.3222 0.3769
H 1.5084 6.1732 -0.9708 0.5222
Sn 0.0820 0.7027 0.0655 0.4160
C -1.5916 0.8527 3.3702 0.1342
O -1.6532 0.1034 4.2312 -0.1482
N 1.1918 -0.0262 -1.6416 -0.1914
C 1.2105 -0.8705 -2.5180 -0.1939
C 2.2346 -0.7809 -3.7536 2.1464
C 2.0005 -1.7572 -4.8932 -1.9684
C 2.0892 0.6357 -4.3039 -1.6592
C 3.6431 -0.9641 -3.1912 -1.7053
H 2.2226 -2.7952 -4.6204 0.3077
H 0.9860 -1.6706 -5.3029 0.4330
H 2.6998 -1.5065 -5.7049 0.5090
H 2.4145 1.3542 -3.5406 0.3843
H 2.7365 0.7771 -5.1810 0.5226
H 1.0476 0.8348 -4.6021 0.3613
H 4.3875 -0.6487 -3.9346 0.4373
H 3.7620 -0.3335 -2.2994 0.3328
H 3.8615 -2.0099 -2.9429 0.5795
N 2.9662 0.1006 1.9363 -0.2999
C 2.4885 -0.2878 3.1756 0.0651
C 2.7638 -1.5793 3.6662 -0.4132
C 2.1618 -2.0117 4.8467 -0.6587
C 1.3196 -1.1516 5.5633 -0.7060
C 1.0789 0.1423 5.0964 -0.7590
C 1.6324 0.5718 3.8980 -0.0395
H 3.6509 -0.4912 1.4751 0.2128
H 3.0642 1.0872 1.7223 0.1771
H 3.4589 -2.2202 3.1113 0.6405
H 2.3623 -3.0202 5.2105 0.4936
H 0.8539 -1.4926 6.4867 0.4207
H 0.4987 0.8377 5.7022 0.4761
H 1.4214 1.5679 3.4965 0.4470



100
Properties=species:S:1:pos:R:3:mulliken_charge:R:1 method="wB97M-V/def2-TZVPD" spin_multiplicity=1 fmax_ev_per_a=0.2 charge=-2 homo_energy_ev=-1.2 relative_energy_kcal_mol=0.0 orbital_gap_ha=0.202
Au -0.7207 0.2680 2.5856 0.3006
C 0.4859 4.5663 -4.2991 -1.6435
C 0.1009 4.8911 -2.8476 2.0001
C -1.3765 5.2846 -2.8311 -2.2463
C 0.9188 6.1047 -2.3798 -1.6453
C 0.3829 3.6894 -1.9493 -0.6875
C -0.5905 3.0304 -1.2157 0.0084
C -0.2891 1.9330 -0.4196 -0.3140
Se -1.7527 1.1438 0.5333 0.0897
C -2.0507 -0.4442 -0.5112 0.4152
C -1.2112 -0.8457 -1.5257 0.7876
C -1.4933 -1.9982 -2.2517 -1.4271
C -2.6488 -2.7047 -1.8948 -0.0053
C -3.5125 -2.3267 -0.8796 -0.2974
C -3.2247 -1.1390 -0.1082 0.2364
O -3.9420 -0.7002 0.8471 -0.9629
C -4.7491 -3.1509 -0.5156 2.4037
C -4.9094 -4.3972 -1.3884 -2.1546
C -4.6388 -3.6110 0.9466 -1.7291
C -6.0139 -2.2952 -0.6874 -1.7850
C -0.5899 -2.5130 -3.3704 2.3723
C -1.3840 -2.6453 -4.6787 -1.8194
C -0.0237 -3.8903 -2.9922 -1.7957
C 0.5896 -1.5735 -3.6249 -2.2160
C 1.0365 1.4020 -0.2923 0.2928
O 1.3037 0.3890 0.4145 -0.3224
C 2.0471 2.1030 -1.0697 -0.5555
C 1.6898 3.1866 -1.8433 -0.3185
C 3.4914 1.5972 -1.0119 2.8072
C 3.5526 0.1501 -1.5251 -1.7358
C 4.0082 1.6437 0.4337 -1.4902
C 4.4444 2.4322 -1.8711 -2.5208
H 0.2998 5.4247 -4.9544 0.4543
H 1.5419 4.3017 -4.3765 0.2941
H -0.0963 3.7171 -4.6623 0.3423
H -1.5365 6.1483 -3.4836 0.4367
H -2.0087 4.4686 -3.1858 0.3831
H -1.7043 5.5531 -1.8250 0.3904
H 0.7379 6.9706 -3.0267 0.4563
H 0.6470 6.3711 -1.3564 0.3452
H 1.9881 5.8870 -2.3930 0.2912
H -1.6249 3.3520 -1.2523 0.4497
H -0.3310 -0.2527 -1.7329 0.1503
H -2.8757 -3.6086 -2.4500 0.1943
H -4.0527 -5.0689 -1.2939 0.3629
H -5.8027 -4.9446 -1.0715 0.4512
H -5.0295 -4.1395 -2.4442 0.3578
H -3.7689 -4.2616 1.0719 0.3172
H -4.5201 -2.7454 1.5965 0.3719
H -5.5349 -4.1722 1.2393 0.4469
H -6.1327 -2.0074 -1.7361 0.3430
H -6.9027 -2.8609 -0.3826 0.4420
H -5.9299 -1.3953 -0.0802 0.3568
H -2.2294 -3.3260 -4.5622 0.3162
H -1.7784 -1.6723 -4.9797 0.3632
H -0.7460 -3.0275 -5.4839 0.4447
H -0.8259 -4.6109 -2.8202 0.3281
H 0.6234 -4.2791 -3.7871 0.4767
H 0.5601 -3.8150 -2.0730 0.3275
H 0.2504 -0.5757 -3.9121 0.3833
H 1.2138 -1.4692 -2.7365 0.3253
H 1.2112 -1.9705 -4.4340 0.4559
H 2.4651 3.6862 -2.4136 0.3118
H 2.8757 -0.4785 -0.9484 0.1938
H 3.2656 0.1111 -2.5797 0.3469
H 4.5721 -0.2416 -1.4329 0.4950
H 3.3820 1.0282 1.0754 -0.0692
H 5.0399 1.2764 0.4768 0.4648
H 3.9929 2.6701 0.8111 0.3282
H 4.1627 2.4127 -2.9272 0.4081
H 4.4785 3.4741 -1.5418 0.3881
H 5.4541 2.0198 -1.7858 0.4556
C 2.0899 0.4222 6.6248 -1.1470
Si 1.1208 0.8956 5.0560 0.1058
C 2.3726 1.6307 3.8618 -0.5806
C -0.0268 2.2911 5.6087 -1.1074
C 0.1661 -0.4985 4.3403 -0.3994
Si 0.9737 -2.0646 3.7850 0.2920
C 1.5681 -3.1183 5.2577 -1.1217
C 2.4799 -1.7917 2.6987 -0.3280
C -0.2451 -3.1637 2.8612 -0.9475
H 2.5685 1.2990 7.0732 0.3001
H 2.8702 -0.3104 6.4022 0.2787
H 1.4260 -0.0209 7.3731 0.2921
H 2.7913 2.5624 4.2557 0.5232
H 1.8983 1.8378 2.8991 -0.1442
H 3.2009 0.9448 3.6708 0.2131
H 0.5189 3.0770 6.1408 0.2763
H -0.8084 1.9083 6.2712 0.3006
H -0.5203 2.7336 4.7408 0.2914
H -0.6429 -0.7633 5.0378 0.5313
H 2.3621 -2.6133 5.8145 0.2620
H 1.9575 -4.0825 4.9151 0.2960
H 0.7478 -3.3147 5.9544 0.2809
H 3.3139 -1.3747 3.2713 0.2571
H 2.2534 -1.1057 1.8775 -0.3297
H 2.8129 -2.7453 2.2761 0.4471
H -1.1469 -3.3295 3.4576 0.2452
H 0.1934 -4.1396 2.6284 0.3203
H -0.5571 -2.6949 1.9242 0.1690



| no. | E_tot (Ha) |
| --- | --- |
| 1 | -2503.88187 |
| 2 | -4635.80376 |